Entry from the OMol25 dataset: a cluster of 2 separate species, C4H17N6 in total (ωB97M-V/def2-TZVPD).

Summary:
Total energy (eV): -13355.3843
Energy relative to the best compared isomer or geometry (same formula, charge and spin) (eV): 2.6760
Kohn-Sham gap (eV): 7.72

The geometry in ORCA input format:
```
! wB97M-V def2-TZVPD RIJCOSX def2/J DEFGRID3
* xyz 1 1
C -0.074 -0.618 2.744
C 0.095 0.529 -1.777
C -0.095 0.064 1.334
C -0.943 -0.646 0.258
N 0.212 -0.156 -2.986
N 1.500 1.172 -1.471
N 1.324 0.004 0.796
N -0.470 1.435 1.348
N -2.289 -0.289 0.254
N -0.596 -1.827 -0.249
H -0.948 -0.366 3.271
H 0.838 -0.265 3.102
H 0.093 -1.642 2.665
H -0.658 1.366 -1.850
H 0.296 -1.198 -2.824
H -0.263 0.052 -3.784
H 1.806 0.732 -0.579
H 1.405 2.210 -1.479
H 1.684 -0.904 0.438
H 1.970 0.377 1.477
H -0.027 2.054 2.017
H -0.511 1.752 0.374
H -2.522 0.665 0.286
H -2.939 -0.753 -0.404
H 0.362 -2.260 0.081
H -1.288 -2.280 -0.743
H 2.035 0.792 -2.299
*
```